{
  "formula": "C3H7CaFO2",
  "method": "wB97M-V/def2-TZVPD",
  "elements": ["O", "H", "H", "C", "O", "F", "H", "C", "Ca", "H", "H", "H", "H", "C"],
  "xyz": [[0.24, 1.31, -0.16], [0.40, 1.61, -2.21], [0.89, 2.98, -1.18], [1.46, 0.62, 1.83], [0.92, -0.61, 0.99], [-1.87, -1.75, -1.56], [2.71, 0.75, 0.84], [1.52, 1.14, 0.43], [-0.58, -1.00, -0.43], [-0.85, 2.58, -1.33], [2.23, 1.02, 2.51], [0.58, 0.79, 2.49], [2.04, 2.09, 0.26], [0.17, 2.17, -1.29]],
  "nbo_charge": [-0.56, 0.19, 0.20, -0.21, -0.62, -0.89, 0.40, -0.14, 1.86, 0.23, 0.29, 0.24, 0.27, -0.27],
  "multiplicity": 2,
  "relative_energy_kcal_mol": 113.3,
  "orbital_gap_ev": [10.777, 6.865],
  "e_homo_ev": [-14.873, -14.660],
  "s_squared": 0.7706,
  "total_charge": 1,
  "lumo_energy_ev": [-4.10, -7.79]
}

---

{
  "formula": "C5H5NO2",
  "method": "wB97M-V/def2-TZVPD",
  "elements": ["C", "H", "H", "C", "H", "O", "C", "C", "H", "C", "O", "H", "N"],
  "xyz": [[-0.69, -0.72, 0.98], [2.32, -0.18, -2.31], [-0.64, -1.62, 0.44], [1.67, 0.09, -1.55], [-0.29, -1.03, 2.02], [1.08, -0.73, -0.65], [0.26, 0.05, 0.11], [-1.95, -0.21, 1.44], [1.67, 2.09, -1.89], [1.28, 1.41, -1.21], [-2.68, -0.85, 2.19], [-2.33, 0.39, 0.62], [0.28, 1.29, -0.20]],
  "nbo_charge": [-0.59, 0.21, 0.28, 0.06, 0.26, -0.42, 0.50, 0.43, 0.22, -0.13, -0.49, 0.12, -0.45],
  "smiles": "O=CCc1ncco1",
  "relative_energy_kcal_mol": 67.4,
  "orbital_gap_ev": 9.770,
  "e_homo_ev": -9.442,
  "lumo_energy_ev": 0.33
}

---

{
  "formula": "C29H80O11",
  "method": "wB97M-V/def2-TZVPD",
  "elements": ["C", "H", "C", "H", "H", "H", "H", "C", "C", "H", "H", "C", "C", "H", "C", "H", "H", "C", "O", "H", "H", "H", "H", "H", "O", "C", "H", "H", "H", "H", "H", "H", "H", "C", "C", "C", "C", "H", "H", "H", "C", "H", "H", "H", "C", "H", "C", "H", "H", "C", "H", "C", "H", "H", "H", "C", "H", "H", "C", "H", "O", "H", "C", "H", "H", "H", "H", "H", "C", "H", "H", "C", "H", "H", "H", "O", "H", "H", "O", "H", "H", "H", "H", "H", "H", "H", "H", "C", "H", "H", "H", "H", "H", "H", "H", "H", "C", "O", "H", "O", "C", "C", "H", "O", "C", "H", "C", "O", "H", "H", "O", "H", "H", "H", "O", "H", "H", "H", "H", "H"],
  "xyz": [[2.70, -0.44, -4.51], [0.20, 2.35, -4.22], [4.14, -0.84, -5.09], [2.41, -3.06, 5.39], [-2.48, -3.56, -4.02], [-4.20, -2.26, 0.18], [1.53, 5.61, 1.53], [4.97, -3.57, 2.16], [2.80, 2.92, 3.33], [-7.34, -2.53, -0.30], [0.86, 1.27, 0.72], [2.19, 5.13, 2.17], [0.62, -0.91, 0.92], [1.83, 3.16, -4.64], [0.30, -3.28, 4.45], [-1.30, -1.58, 5.98], [5.79, -3.57, 1.40], [4.06, -2.47, 1.86], [-2.36, -1.56, -1.28], [-7.54, -4.12, -1.17], [4.00, -0.39, 1.80], [-4.88, 1.07, -4.26], [-0.81, -3.54, 4.33], [-1.57, -1.06, -0.98], [2.07, 3.10, 1.07], [3.69, 0.06, 5.33], [2.81, 3.60, 4.18], [4.90, -0.36, -4.47], [0.06, -1.74, -2.59], [-3.46, 0.01, -4.68], [2.02, -0.95, 5.05], [-0.17, -3.34, -3.16], [3.80, -2.59, 0.78], [-3.64, 3.35, -0.10], [1.87, 3.63, 2.38], [0.35, 5.09, -3.23], [2.76, -0.58, -2.95], [4.30, -0.42, -6.13], [1.88, 4.05, -2.32], [-0.63, 4.81, -3.71], [-6.98, -3.53, -0.39], [3.69, 1.18, 5.30], [-3.81, -4.92, -0.66], [-5.18, -3.05, -1.56], [-0.40, -2.65, -2.36], [0.14, 5.70, -2.38], [0.53, -2.76, 5.83], [-4.39, 3.76, -2.05], [0.82, -4.18, 4.28], [-3.40, 3.88, -1.52], [-2.66, 3.42, 0.35], [0.08, 0.50, 0.67], [-4.92, -0.63, -3.93], [-2.11, 5.51, -0.80], [0.13, -0.99, 6.95], [-0.21, -1.47, 6.04], [-5.22, -5.58, 0.14], [5.27, -3.47, 3.16], [-2.87, 5.35, -1.56], [0.24, -3.45, 6.64], [2.63, -0.41, 4.47], [-7.19, -3.93, 0.59], [0.98, 3.81, -2.80], [3.85, 2.76, 3.01], [-3.56, -2.21, -3.58], [-5.23, -5.44, -1.65], [0.83, -1.12, 2.00], [3.27, -1.47, -2.62], [4.77, -1.12, 1.97], [-3.63, 6.10, -1.32], [1.76, 1.91, -3.40], [-4.24, 0.27, -3.96], [2.88, -1.64, 3.12], [-0.11, -1.69, 0.63], [-0.18, 1.21, -1.10], [1.90, -2.59, 6.02], [3.50, -0.21, 6.38], [-2.82, 2.10, -2.23], [-3.65, 0.60, -2.73], [-1.84, -1.94, -4.29], [-3.02, -0.15, -2.52], [-0.70, 3.21, -1.98], [-2.24, -3.57, -1.81], [2.33, 1.96, 3.62], [5.20, -1.03, 2.96], [0.79, 3.53, 2.68], [-1.19, 1.85, 1.79], [-4.92, -4.96, -0.71], [-4.00, 2.35, -0.07], [-4.40, 3.95, 0.41], [2.30, 5.66, 3.14], [0.99, 5.62, -3.96], [4.50, -4.55, 2.05], [4.66, -0.40, 5.11], [-1.79, 0.19, 1.46], [-0.07, -0.66, 5.26], [-5.37, -3.52, -0.59], [-0.51, 0.46, -0.68], [1.53, 3.51, 0.41], [1.57, -1.08, -5.15], [-2.46, -2.54, -3.59], [-0.98, 0.80, 1.73], [5.60, -0.86, 1.28], [-4.91, -2.80, 0.51], [1.21, 2.70, -3.87], [4.27, -1.92, -5.25], [-1.90, -2.62, -2.20], [-2.42, 3.04, -2.18], [3.17, 5.26, 1.68], [1.77, -0.34, -2.52], [2.95, -2.47, 2.66], [-2.43, 5.45, -2.58], [1.52, -1.12, 0.30], [1.55, -2.01, -4.83], [0.23, 3.23, -1.69], [-0.70, 0.47, 2.76], [3.42, 0.23, -2.57], [2.63, 0.61, -4.96], [0.09, -3.05, -1.57], [0.52, -2.51, 3.64]],
  "lowdin_charge": [-0.44, 0.11, -0.07, 0.08, 0.09, 0.05, 0.04, -0.08, -0.06, 0.05, 0.12, -0.06, -0.04, 0.08, -0.05, 0.09, 0.10, -0.57, -0.08, 0.09, 0.07, 0.07, 0.11, 0.05, -0.08, -0.12, 0.07, 0.07, 0.05, 0.08, 0.05, 0.09, 0.14, -0.05, -0.47, -0.06, -0.06, 0.08, 0.11, 0.09, -0.05, 0.08, 0.07, 0.12, -0.05, 0.07, -0.52, 0.14, 0.07, -0.44, 0.07, -0.40, 0.08, 0.07, 0.09, -0.06, 0.08, 0.07, -0.04, 0.14, -0.18, 0.06, -0.46, 0.10, 0.08, 0.08, 0.06, 0.07, -0.04, 0.08, 0.03, -0.16, 0.02, 0.08, 0.03, -0.04, 0.09, 0.09, -0.15, 0.09, 0.08, 0.03, 0.12, 0.07, 0.07, 0.14, 0.06, -0.08, 0.07, 0.08, 0.09, 0.09, 0.09, 0.07, 0.06, 0.09, -0.49, -0.06, 0.05, -0.07, -0.07, -0.03, 0.09, -0.02, -0.02, 0.07, -0.43, -0.12, 0.09, 0.06, -0.04, 0.07, 0.08, 0.09, -0.10, 0.09, 0.09, 0.12, 0.05, 0.08],
  "smiles": "CC(C)O.CC(C)O.CC(C)O.CC(C)O.CC(C)O.CC(C)O.CC(C)O.CC(C)O.CC(C)O.CO.CO",
  "relative_energy_kcal_mol": 66.1,
  "orbital_gap_ev": 10.439,
  "e_homo_ev": -9.793,
  "lumo_energy_ev": 0.65
}

---

{
  "formula": "C3H8AlBrNO3P",
  "method": "wB97M-V/def2-TZVPD",
  "elements": ["H", "H", "H", "H", "P", "H", "O", "C", "O", "Al", "H", "N", "H", "C", "O", "C", "H", "Br"],
  "xyz": [[0.82, -2.62, -0.41], [-2.85, -0.24, 1.14], [-1.49, 0.71, -1.22], [2.61, -1.69, 0.74], [1.54, -0.66, -0.83], [-2.93, -0.77, -0.40], [0.49, -1.82, -0.85], [-1.72, 0.86, -0.17], [2.82, -1.19, -0.07], [1.88, 1.89, -1.10], [-2.00, 1.90, 0.04], [-2.85, 0.07, 0.18], [-0.44, -0.38, 1.30], [0.82, 0.79, 0.07], [1.96, -0.13, -2.15], [-0.42, 0.60, 0.81], [-0.47, 1.34, 1.61], [2.22, 1.35, 1.32]],
  "nbo_charge": [0.55, 0.38, 0.21, 0.53, 2.32, 0.39, -0.94, -0.18, -0.94, 1.80, 0.24, -0.69, 0.27, -0.90, -1.04, -0.53, 0.26, 0.24],
  "orbital_gap_ev": 3.779,
  "e_homo_ev": -16.515,
  "total_charge": 2,
  "lumo_energy_ev": -12.74
}

---

{
  "formula": "C14H14O2SSi",
  "method": "wB97M-V/def2-TZVPD",
  "elements": ["C", "H", "H", "H", "C", "C", "C", "C", "C", "C", "C", "H", "H", "H", "H", "H", "C", "H", "H", "C", "C", "C", "S", "C", "H", "O", "H", "Si", "C", "O", "H", "H"],
  "xyz": [[1.09, 0.47, 0.99], [2.28, 2.67, 3.16], [2.30, 2.17, 0.81], [2.10, -1.79, -1.51], [-3.30, -1.41, -1.48], [-1.39, -1.21, -0.23], [-1.49, -0.15, -2.33], [-0.79, -0.42, -1.17], [-2.76, -0.67, -2.43], [2.31, -0.77, -1.67], [0.08, 0.15, 3.21], [-4.26, -1.78, -1.75], [1.94, 2.65, -1.37], [0.06, 2.46, -1.26], [-3.40, -0.38, -3.35], [2.38, -0.55, -2.75], [1.67, 1.83, 2.83], [3.24, -0.59, -1.17], [-1.14, 0.57, -3.04], [0.32, -0.28, 1.87], [1.72, 1.54, 1.50], [0.81, 1.20, 3.70], [-0.48, -1.75, 1.23], [1.06, 2.02, -1.65], [0.73, 1.49, 4.74], [-1.50, -2.25, 2.27], [-0.54, -0.48, 3.91], [0.96, 0.28, -0.86], [-2.59, -1.84, -0.41], [0.54, -2.66, 0.58], [1.01, 1.97, -2.75], [-2.93, -2.48, 0.40]],
  "nbo_charge": [-0.47, 0.22, 0.21, 0.26, -0.22, -0.26, -0.18, -0.44, -0.18, -1.09, -0.16, 0.22, 0.25, 0.24, 0.21, 0.24, -0.20, 0.24, 0.22, -0.27, -0.13, -0.21, 2.05, -1.11, 0.23, -0.91, 0.25, 1.63, -0.18, -0.91, 0.24, 0.25],
  "smiles": "C[Si]1(C)c2ccccc2S(=O)(=O)c2ccccc21",
  "orbital_gap_ev": 9.890,
  "e_homo_ev": -9.719,
  "lumo_energy_ev": 0.17
}

---

{
  "formula": "C7H14N2",
  "method": "wB97M-V/def2-TZVPD",
  "elements": ["H", "C", "H", "H", "C", "H", "N", "H", "N", "C", "C", "H", "C", "H", "H", "H", "C", "H", "C", "H", "H", "H", "H"],
  "xyz": [[0.97, -2.45, -1.10], [1.34, -1.98, 2.31], [1.47, -0.58, 0.54], [-1.54, 1.16, -3.53], [-1.45, 2.22, 0.96], [1.94, -2.90, 2.36], [-0.20, 2.71, -1.15], [2.53, -2.84, -0.26], [-1.16, 1.35, -2.63], [-1.80, 1.18, -1.42], [1.12, -1.56, 0.88], [1.02, -3.57, 0.24], [-1.20, 1.99, -0.49], [1.97, -1.26, 2.85], [-2.37, 2.82, 1.03], [0.43, -2.02, 2.92], [1.47, -2.65, -0.15], [0.35, 2.71, -3.21], [-0.16, 2.29, -2.36], [-0.73, 2.97, 1.28], [-2.68, 0.56, -1.35], [-1.33, 1.32, 1.57], [0.02, -1.47, 0.72]],
  "nbo_charge": [0.21, -0.62, 0.21, 0.41, -0.65, 0.21, -0.46, 0.20, -0.54, -0.11, -0.41, 0.20, 0.08, 0.21, 0.22, 0.21, -0.60, 0.19, 0.17, 0.24, 0.21, 0.23, 0.19],
  "smiles": "Cc1c[nH]cn1.CCC",
  "relative_energy_kcal_mol": 15.6,
  "orbital_gap_ev": 9.465,
  "e_homo_ev": -8.584,
  "lumo_energy_ev": 0.88
}

---

{
  "formula": "C3H4ClNOS",
  "method": "wB97M-V/def2-TZVPD",
  "elements": ["Cl", "C", "C", "H", "H", "O", "C", "S", "H", "H", "N"],
  "xyz": [[0.39, 2.31, -0.46], [-0.25, 1.30, 0.82], [-0.26, -0.19, 0.56], [-0.28, -0.63, 1.56], [-1.21, 1.68, 0.98], [0.96, -0.65, -0.04], [0.71, -1.34, -1.19], [-1.61, -0.77, -0.58], [0.39, 1.50, 1.62], [1.63, -1.71, -1.67], [-0.47, -1.50, -1.60]],
  "nbo_charge": [-0.05, -0.40, -0.07, 0.20, 0.23, -0.49, 0.37, 0.39, 0.22, 0.20, -0.60],
  "smiles": "ClC[C@@H]1OC=NS1",
  "relative_energy_kcal_mol": 16.5,
  "orbital_gap_ev": 9.390,
  "e_homo_ev": -8.716,
  "lumo_energy_ev": 0.67
}

---

{
  "formula": "C5H15N3",
  "method": "wB97M-V/def2-TZVPD",
  "elements": ["H", "H", "H", "H", "H", "C", "C", "H", "N", "C", "H", "N", "H", "C", "H", "H", "N", "C", "H", "H", "H", "H", "H"],
  "xyz": [[0.22, 0.37, -2.49], [0.92, 1.77, 0.22], [0.11, 1.99, -1.63], [0.78, -1.51, 2.48], [0.05, -3.11, 1.98], [-0.69, -1.31, 1.00], [0.35, -2.14, 1.72], [0.72, -0.73, -0.63], [-1.10, 0.33, -0.89], [0.70, 0.87, 0.81], [-0.06, 1.24, 1.56], [-1.51, 1.71, -2.88], [2.76, 0.64, 0.97], [-0.52, 1.10, -2.00], [-1.44, -1.94, 0.55], [1.27, -2.40, 1.05], [1.95, 0.49, 1.52], [-0.02, -0.23, 0.00], [-1.05, -0.79, 1.76], [-1.77, 1.02, -0.37], [1.96, -0.51, 1.82], [-1.24, 1.77, -3.86], [-2.38, 1.36, -2.66]],
  "nbo_charge": [0.15, 0.20, 0.13, 0.20, 0.22, -0.40, -0.60, 0.19, -0.64, -0.24, 0.17, -0.87, 0.36, -0.03, 0.21, 0.19, -0.85, -0.04, 0.19, 0.35, 0.36, 0.38, 0.37],
  "smiles": "CC[C@H](CN)NCN",
  "relative_energy_kcal_mol": 53.0,
  "orbital_gap_ev": 9.771,
  "e_homo_ev": -8.603,
  "lumo_energy_ev": 1.17
}